Here is C10H10BaBr2 as an isolated structure at a distorted geometry from the Open Molecules 2025 dataset. Energies are from the ωB97M-V functional and the def2-TZVPD basis.

Atoms and positions in Å:
C1 -1.20693 -0.86466 -1.21730
C2 -1.56623 -1.99617 -0.43746
C3 -2.62826 -1.61175 0.43102
H1 -1.13981 -3.00190 -0.54200
C4 -2.86891 -0.21465 0.24089
C5 -1.98118 0.24065 -0.77395
H2 -1.93757 1.24692 -1.20547
H3 -0.51009 -0.85985 -2.05137
H4 -3.18358 -2.27338 1.10223
H5 -3.66162 0.37180 0.71599
Ba1 -0.97564 -0.64644 2.67181
Br1 1.20029 -2.58604 2.29408
C6 2.87033 1.52193 0.32505
C7 1.81137 2.18860 -0.36069
C8 1.30262 1.28745 -1.35063
H6 1.41871 3.17783 -0.13515
C9 2.03953 0.06889 -1.25928
C10 3.00927 0.20900 -0.22456
H7 3.70652 -0.54920 0.10910
H8 3.49731 1.94676 1.10657
H9 0.47227 1.47373 -2.03326
H10 1.87154 -0.81182 -1.87290
Br2 -1.53994 1.68230 4.46727

The charge is -2. For the HOMO-LUMO gap, the calculation gives 4.05 eV. Its relative energy (zero: lowest compared OMol25 entry of this formula, charge and spin) is 5.95 kcal per mole. The calculation puts the electronic energy at -5560.6622 hartree. For the LUMO energy, the calculation gives 4.11 eV. The calculation puts the highest occupied orbital energy at 0.054 eV.